Record 1
Entry from OMol25: C22H32Cl4F4N2O26S4Y as an isolated structure (the ωB97M-V functional and the def2-TZVPD basis).

Cartesian coordinates (Å):
Y -10.333310 7.266690 6.488840
N -13.645950 7.029800 9.100450
S -14.499930 7.925440 10.068830
O -14.567950 7.762630 11.558550
O -15.644270 8.535240 9.428790
F -13.417530 9.069000 9.907860
S -14.669510 5.707530 9.621040
O -16.002060 5.668580 8.977080
O -14.462530 5.054620 10.889000
F -13.813650 4.814220 8.592930
N -7.815290 10.103970 8.367350
S -7.256410 10.128310 10.018610
O -7.509670 11.319000 10.809860
O -6.076250 9.348680 10.404350
F -8.339520 9.036000 10.600800
S -7.064140 11.394740 8.029950
O -5.600480 11.251610 7.935600
O -7.672810 12.643510 8.434360
F -7.520500 11.471490 6.443480
C -1.417390 5.780720 4.697750
C -1.289420 6.621770 5.911040
O -2.605250 6.639500 6.446390
C -3.453960 6.077590 5.523370
O -4.734810 6.113560 5.687200
O -2.755360 5.476360 4.573890
H -0.838160 4.879820 4.900160
H -0.992970 6.353440 3.873160
H -0.852490 7.611940 5.781570
H -0.512580 6.194340 6.545020
C -5.134490 1.560830 11.010320
C -6.228240 0.512430 11.207590
O -7.440100 1.245370 11.120950
C -7.213670 2.345740 10.367810
O -8.074040 3.073340 9.834860
O -5.902130 2.544550 10.274560
H -4.411090 1.047090 10.377190
H -4.556180 1.883970 11.875900
H -6.152630 0.258850 12.264980
H -6.093810 -0.337390 10.538390
C -11.107190 15.493040 14.152340
C -10.264520 15.045750 15.306840
O -10.310850 16.228330 16.085360
C -10.706780 17.262690 15.356310
O -10.804210 18.430110 15.692770
O -10.902500 16.888370 14.100420
H -12.177450 15.287040 14.166290
H -10.865310 15.078580 13.173650
H -9.256210 14.760800 15.006480
H -10.701760 14.191220 15.823270
C -13.362760 14.226850 1.771250
C -14.633590 14.084430 2.538880
O -14.300630 13.470590 3.784310
C -13.075300 12.960580 3.596900
O -12.602890 12.068260 4.314720
O -12.606740 13.281350 2.420760
H -12.841860 15.183940 1.798200
H -13.548380 13.967700 0.728900
H -15.512960 13.525420 2.219020
H -14.975270 15.110520 2.674860
C -8.696300 9.001830 -2.428400
C -7.248910 9.112290 -2.015920
O -7.259340 9.020110 -0.650950
C -8.455970 8.519780 -0.243840
O -8.716080 8.238060 0.942520
O -9.265990 8.400490 -1.260390
H -8.883940 8.514250 -3.385040
H -9.129350 9.987380 -2.599460
H -6.715050 9.973600 -2.417480
H -6.637280 8.330220 -2.465790
C -2.394330 13.126810 12.443080
C -3.026130 12.902270 13.825460
O -3.682790 14.158730 14.105640
C -3.359530 15.128230 13.256680
O -3.744600 16.313060 13.374530
O -2.609830 14.565920 12.261890
H -2.765500 12.534780 11.606520
H -1.344260 12.847180 12.528220
H -2.206550 12.708550 14.517460
H -3.759470 12.110380 13.673100
Cl -11.219590 18.978650 5.982110
C -9.670020 19.221240 5.226020
C -9.366750 20.676020 4.964270
Cl -10.360360 21.430540 3.767790
H -9.580770 18.628670 4.315540
H -8.899780 18.823380 5.886730
H -8.335370 20.805810 4.636400
H -9.477480 21.150250 5.939440
Cl 0.248770 5.040350 12.178080
C -0.053060 6.667160 13.001020
C 0.639440 6.695780 14.365540
Cl 2.387920 6.625380 14.150330
H -1.129560 6.730010 13.160100
H 0.353400 7.551050 12.509450
H 0.384820 5.803180 14.936960
H 0.451810 7.594220 14.953510

Atomic forces in eV per Å
Y 0.1 0.5 0.8
N -2.5 -2.9 1.9
S 0.0 8.3 4.0
O 0.3 -0.7 -4.5
O 0.6 -1.4 0.4
F 0.4 1.0 0.5
S -1.3 -6.4 -3.5
O 3.1 1.1 1.9
O 0.1 1.7 -1.5
F 0.0 -0.7 0.1
N 0.1 -1.9 3.7
S 0.0 -3.8 5.9
O 0.1 -1.4 -2.2
O -1.3 1.8 -2.4
F -0.2 1.1 -1.3
S 2.5 6.3 -6.5
O -3.0 0.1 1.0
O 1.0 -1.7 0.5
F 0.4 -1.0 1.0
C 2.6 -0.1 -0.3
C 1.2 0.7 1.2
O -0.8 -0.1 -0.6
C -4.9 0.7 2.6
O 6.1 -0.4 -1.3
O -2.1 -0.1 -0.8
H -0.2 -0.2 -0.7
H -0.4 -0.5 -0.6
H -0.9 0.4 -0.5
H -0.7 -0.4 0.8
C -0.5 -1.3 -1.5
C 0.9 0.5 2.6
O -0.7 0.2 -1.2
C -2.2 1.5 -1.1
O 2.6 -2.3 1.8
O 1.4 0.9 -0.1
H 0.2 0.8 -0.5
H -0.8 0.7 0.1
H -0.2 -1.0 -0.2
H -0.7 0.2 -0.1
C -0.6 -0.9 -2.5
C -0.6 -0.5 -0.4
O 0.4 -0.3 1.8
C 0.3 3.8 0.2
O 0.2 -2.4 0.1
O -0.5 -0.3 -0.7
H -0.2 0.1 0.9
H 0.7 0.0 0.1
H 0.2 0.4 0.1
H 0.0 0.3 0.3
C -0.9 -0.1 -1.2
C -2.4 2.2 0.9
O 1.0 0.7 0.0
C -0.4 -4.1 2.3
O -0.5 2.6 -1.3
O 3.1 -1.2 -0.5
H -0.4 0.2 0.3
H 0.4 -0.2 -0.1
H 0.5 -0.2 -1.0
H -0.4 -0.1 0.6
C 0.1 1.2 -0.5
C 1.2 -0.3 -2.9
O -0.3 -0.1 2.2
C 0.6 -0.3 4.0
O 0.7 0.8 -3.6
O -1.4 -0.5 -1.0
H 0.0 -0.9 0.6
H -0.2 0.2 0.5
H -0.5 0.6 0.6
H -0.2 -0.7 0.3
C 0.2 1.1 0.7
C -0.2 0.5 -1.5
O -0.3 -1.0 1.3
C -0.9 2.6 -0.2
O 1.8 -4.5 -0.9
O 0.5 0.2 -0.6
H -0.6 0.5 0.1
H 0.2 0.8 -0.3
H -0.7 -0.1 0.5
H -0.1 0.1 1.0
Cl -0.7 -0.2 0.2
C 1.2 -0.3 -0.8
C 0.8 -0.4 1.2
Cl -0.8 0.4 -0.6
H -0.4 0.0 -0.1
H -0.1 0.1 0.2
H 0.0 -0.2 0.1
H -0.1 0.5 -0.2
Cl -0.2 1.5 0.3
C 0.3 -0.3 1.2
C -0.2 -0.9 -0.1
Cl 0.7 0.1 0.0
H 0.1 0.1 -0.3
H -0.2 -0.5 -0.9
H -0.2 0.2 0.1
H -0.4 0.0 -0.3

Computed properties:
E_LUMO (eV): -10.14
Charge: +1
Energy relative to the best compared isomer or geometry (same formula, charge and spin) (eV): 17.5889
Gap between HOMO and LUMO (eV): 1.26
E_tot (eV): -184864.2681



Record 2
Entry from OMol25: C22H32Cl6IN3OS2 as an isolated structure (the ωB97M-V functional and the def2-TZVPD basis).

Cartesian coordinates (Å):
C 3.323999 2.170731 -1.528256
O 3.051018 3.550533 -1.647821
C 2.010047 3.881565 -2.551168
C 0.743553 4.350379 -1.815009
C -0.121383 3.135646 -1.377282
C -0.393858 3.096010 0.126434
C -1.116679 1.810180 0.596690
C -0.458147 0.521904 0.058057
C -0.401365 -0.644989 1.089299
C 0.870029 -1.507344 0.816671
C 1.756333 -1.807137 2.015157
C 2.080733 -3.120495 2.235415
C 2.933759 -3.468688 3.316157
N 3.332251 -4.715787 3.604910
S 4.313949 -4.600891 4.879445
N 4.293221 -2.992022 5.158600
C 3.499258 -2.504197 4.213522
C 3.124057 -1.147698 3.962291
N 3.640584 -0.117760 4.840486
C 3.001824 0.034311 5.868002
S 2.093212 0.584077 7.027968
C 2.310485 -0.812755 2.915654
I 1.939501 1.242411 2.635652
H 4.401238 2.051638 -1.372319
H 2.834921 1.725014 -0.650616
H 3.056608 1.595565 -2.419933
H 1.719768 3.042268 -3.195897
H 2.398334 4.657571 -3.221614
H 1.058816 4.955755 -0.963850
H 0.180428 4.944427 -2.541188
H -1.085898 3.180009 -1.894306
H 0.372379 2.233251 -1.744972
H 0.515351 3.234649 0.721013
H -1.055718 3.940590 0.353167
H -2.182251 1.865753 0.361584
H -1.035773 1.798070 1.689983
H -0.982400 0.210193 -0.855137
H 0.558367 0.789595 -0.244998
H -0.447702 -0.265835 2.108153
H -1.278664 -1.266159 0.887814
H 1.505479 -1.091704 0.030159
H 0.526293 -2.475415 0.445321
H 1.703931 -3.920195 1.611999
Cl -0.451098 -1.904436 -2.459140
C -0.740993 -3.658990 -2.421752
C -2.212166 -3.980171 -2.462258
Cl -3.040863 -3.488340 -0.960913
H -0.267738 -4.061438 -1.528435
H -0.244205 -4.084827 -3.292838
H -2.352182 -5.054967 -2.567700
H -2.702010 -3.482358 -3.295539
Cl -2.309465 1.744490 3.659925
C -3.634692 0.696839 4.227517
C -3.708265 -0.586224 3.437982
Cl -4.224792 -0.315388 1.753901
H -4.561419 1.261567 4.162867
H -3.440216 0.470956 5.275058
H -4.438905 -1.254184 3.891574
H -2.745215 -1.091686 3.413087
Cl -1.436912 -1.889403 -5.822818
C -2.492051 -0.499078 -6.192883
C -1.974057 0.787583 -5.599547
Cl -2.082627 0.804672 -3.820852
H -3.490445 -0.729985 -5.830004
H -2.530077 -0.412628 -7.277653
H -2.572895 1.622165 -5.961108
H -0.936599 0.962809 -5.873710

Atomic forces in eV per Å
C 0.5 -0.2 0.4
O -0.1 -0.5 -0.4
C -0.4 0.6 0.0
C 0.2 -0.7 -0.6
C 0.2 0.6 0.1
C -0.7 -0.4 -0.2
C 0.7 0.2 0.2
C -0.4 0.5 0.4
C 0.3 0.2 -1.6
C -0.3 -0.1 0.8
C 0.0 -0.6 0.0
C 0.0 0.5 0.4
C 0.4 -0.5 0.2
N 0.3 0.2 0.4
S -0.2 0.5 0.0
N -0.1 -0.8 -0.3
C -0.8 0.4 -0.9
C 0.5 0.7 0.2
N -0.7 -1.4 0.4
C -0.2 1.6 -0.1
S 0.5 -0.6 -0.2
C 0.0 -0.1 -0.1
I 0.2 -0.3 0.0
H -0.1 0.1 0.0
H -0.2 0.1 -0.1
H -0.1 0.1 0.0
H 0.3 -0.1 0.1
H 0.0 0.1 0.2
H -0.2 0.1 -0.1
H 0.0 0.3 0.3
H 0.0 -0.1 0.0
H -0.1 -0.1 0.2
H 0.1 0.0 -0.3
H 0.2 0.1 0.1
H 0.0 -0.1 0.0
H -0.1 0.0 -0.5
H 0.2 -0.1 0.2
H 0.0 -0.2 0.1
H 0.0 -0.1 0.0
H 0.0 0.0 0.4
H -0.2 0.3 0.0
H 0.2 0.0 -0.1
H 0.0 0.1 0.0
Cl 0.1 -0.1 0.1
C 0.1 -0.1 -0.1
C 0.0 -0.1 -0.1
Cl 0.0 0.0 0.0
H -0.1 0.0 0.0
H -0.1 0.0 0.0
H 0.0 0.0 0.0
H 0.0 0.1 0.0
Cl -0.3 0.0 0.4
C 0.0 0.0 0.1
C 0.0 -0.1 0.1
Cl 0.0 0.0 0.0
H 0.0 0.0 -0.1
H 0.0 0.0 0.0
H 0.0 0.0 0.0
H 0.0 0.1 0.0
Cl 0.0 0.0 -0.1
C -0.1 0.1 -0.1
C 0.0 0.1 0.0
Cl 0.0 0.0 0.0
H 0.0 0.0 0.1
H 0.0 0.0 0.0
H 0.0 0.0 0.0
H 0.0 -0.1 0.0

Computed properties:
E_LUMO (eV): -0.70
Gap between HOMO and LUMO (eV): 8.03
E_tot (eV): -134755.6971